{
  "formula": "C8H22LiN3O5",
  "method": "wB97M-V/def2-TZVPD",
  "homo_lumo_gap_ev": 8.91,
  "e_above_lowest_kj_mol": 35.8,
  "homo_ev": -8.623,
  "lumo_ev": 0.285,
  "elements": ["Li", "N", "O", "O", "O", "C", "C", "C", "O", "C", "N", "H", "H", "H", "H", "H", "H", "H", "H", "H", "H", "H", "C", "C", "C", "O", "C", "N", "H", "H", "H", "H", "H", "H", "H", "H", "H", "H", "H"],
  "positions_angstrom": [[-0.26095, 0.25714, -1.29303], [-0.70349, 2.32645, -2.92412], [-0.98547, 3.24414, -3.68932], [0.11241, 1.41684, -3.26344], [-1.19083, 2.20300, -1.76958], [1.71014, 1.57397, 0.87904], [0.66269, 0.65903, 1.47667], [0.33033, 1.09269, 2.89508], [1.34818, 0.68433, 3.80122], [1.63127, 1.61561, 4.81103], [-0.55850, 0.78468, 0.63362], [1.25297, 2.52869, 0.59866], [2.09044, 1.14645, -0.05595], [2.61156, 1.85364, 1.42477], [0.97883, -0.38190, 1.50082], [-0.57573, 0.64547, 3.33962], [0.11097, 2.17000, 2.88048], [1.65044, 2.64400, 4.44726], [2.64494, 1.47739, 5.20803], [1.02331, 1.45807, 5.70684], [-0.65573, 1.76204, 0.36665], [-1.34853, 0.52996, 1.21630], [0.38461, -2.64182, -0.16319], [0.28526, -2.37226, -1.68451], [-1.15342, -2.21676, -2.18069], [-1.70794, -0.99419, -1.81261], [-3.03795, -0.77661, -2.24086], [1.16844, -1.21684, -1.95508], [0.33526, -3.72165, 0.01612], [-0.46675, -2.25443, 0.39931], [1.32106, -2.32266, 0.28824], [0.62988, -3.30609, -2.14207], [-1.67134, -3.10966, -1.80827], [-1.06277, -2.39231, -3.26271], [-3.37024, 0.18964, -1.86307], [-3.73015, -1.51332, -1.82142], [-3.05566, -0.74762, -3.33348], [1.13192, -0.83094, -2.89559], [2.12054, -1.46416, -1.73078]],
  "lowdin_charge": [0.610, -0.600, 0.020, -0.107, -0.117, -0.043, -0.406, -0.212, -0.175, -0.123, 0.000, 0.091, 0.076, 0.087, 0.118, 0.130, 0.130, 0.088, 0.085, 0.087, 0.060, 0.089, -0.059, -0.401, -0.218, -0.252, -0.063, 0.016, 0.078, 0.076, 0.070, 0.132, 0.137, 0.136, 0.094, 0.096, 0.104, 0.078, 0.087]
}

***

{
  "formula": "C8H23BN2O2",
  "method": "wB97M-V/def2-TZVPD",
  "homo_lumo_gap_ev": 9.51,
  "total_charge": 2,
  "e_above_lowest_kj_mol": 0.0,
  "homo_ev": -17.105,
  "lumo_ev": -7.600,
  "elements": ["C", "C", "N", "C", "B", "C", "N", "C", "C", "O", "C", "O", "C", "H", "H", "H", "H", "H", "H", "H", "H", "H", "H", "H", "H", "H", "H", "H", "H", "H", "H", "H", "H", "H", "H", "H"],
  "positions_angstrom": [[1.62108, -1.93779, -2.80683], [1.78794, -1.77474, -1.28595], [1.85071, -0.32317, -0.90525], [1.78851, -0.11747, 0.58477], [0.30827, -0.20669, 1.32534], [-0.94710, 0.03362, 0.31696], [-2.25987, 0.30468, 1.01386], [-2.51048, 1.81541, 1.43117], [-3.99541, 2.11247, 1.51720], [-0.71502, 0.88345, -0.71107], [-1.58660, 0.74321, -1.86155], [2.56630, -0.98867, 1.32514], [3.88601, -0.63087, 1.81145], [0.74691, -1.51072, -3.28731], [2.46110, -1.51759, -3.45193], [1.71115, -2.95646, -3.01757], [2.73370, -2.22393, -0.93202], [1.08562, -2.29166, -0.73131], [2.77271, -0.10188, -1.22677], [0.96532, 0.13777, -1.29787], [2.28873, 0.87768, 0.71170], [0.01616, -0.51221, 2.41682], [-0.96667, -1.14156, -0.02210], [-3.07590, 0.05156, 0.39772], [-2.19498, -0.32209, 1.93018], [-1.97246, 2.01763, 2.43272], [-2.06370, 2.48293, 0.75971], [-4.46959, 2.47312, 0.60086], [-4.61591, 1.16139, 1.78219], [-4.26285, 2.92531, 2.23796], [-1.19898, 1.11170, -2.90521], [-2.45328, 1.26567, -1.70553], [-1.75006, -0.38778, -2.03302], [3.90180, 0.49751, 1.97008], [4.46302, -0.82083, 0.91227], [4.08382, -1.12902, 2.70321]],
  "lowdin_charge": [-0.037, -0.154, 0.109, -0.262, 0.169, -0.353, 0.093, -0.139, -0.077, -0.170, -0.013, -0.187, 0.017, 0.076, 0.121, 0.069, 0.150, 0.101, 0.178, 0.177, 0.172, 0.106, 0.215, 0.184, 0.227, 0.166, 0.099, 0.082, 0.121, 0.111, 0.153, 0.054, 0.133, 0.123, 0.098, 0.086]
}

***

{
  "formula": "C8H23Br2MnNO5",
  "method": "wB97M-V/def2-TZVPD",
  "spin_multiplicity": 6,
  "homo_lumo_gap_ev": [3.52, 3.19],
  "e_above_lowest_kj_mol": 1054.8,
  "homo_ev": [-8.684, -8.079],
  "lumo_ev": [-5.168, -4.887],
  "elements": ["Mn", "Br", "Br", "C", "C", "C", "O", "C", "N", "H", "H", "H", "H", "H", "H", "H", "H", "H", "H", "H", "C", "C", "O", "O", "H", "H", "H", "H", "H", "H", "C", "C", "O", "O", "H", "H", "H", "H", "H", "H"],
  "positions_angstrom": [[2.03011, -0.56065, -1.73701], [0.25428, 2.75132, -4.17610], [3.33035, -2.98244, -4.93127], [-3.71626, -2.84576, -2.28833], [-3.56832, -2.39168, -0.86909], [-4.62002, -3.03501, 0.03441], [-4.41599, -2.39590, 1.28983], [-5.33340, -2.70354, 2.37165], [-2.17652, -2.51805, -0.45352], [-2.94000, -2.39501, -2.90666], [-4.69656, -2.62474, -2.71054], [-3.61664, -3.93121, -2.28914], [-3.75493, -1.31941, -0.80991], [-4.50795, -4.11598, 0.11841], [-5.63582, -2.82023, -0.29742], [-5.24162, -3.78301, 2.49164], [-6.40824, -2.60527, 2.21948], [-5.06199, -2.38004, 3.37653], [-2.20912, -2.39889, 0.54890], [-1.96909, -3.49824, -0.58115], [-2.25699, 3.07939, 2.12137], [-1.01832, 2.25468, 2.57358], [-0.02094, 2.12411, 1.53720], [-1.78873, 4.18331, 1.29786], [-2.85116, 3.41713, 2.97048], [-2.91993, 2.41294, 1.56959], [-1.25864, 1.36937, 3.16230], [-0.57035, 2.85216, 3.36757], [0.48032, 2.93505, 1.64992], [-1.47557, 3.82875, 0.46251], [7.29390, 1.91745, -1.73823], [8.58467, 1.81718, -0.74712], [8.65913, 3.05556, 0.00892], [6.13876, 1.53037, -1.02535], [7.46826, 1.18335, -2.52487], [7.28778, 2.87486, -2.25926], [9.54021, 1.81833, -1.27156], [8.51132, 0.91563, -0.13892], [8.42213, 2.80863, 0.90582], [6.03187, 2.17549, -0.32251]],
  "lowdin_spin": [4.809, 0.088, 0.108, 0.000, 0.000, 0.000, 0.000, 0.000, -0.001, 0.000, 0.000, 0.000, 0.000, 0.000, 0.000, 0.000, 0.000, 0.000, 0.000, 0.000, 0.000, 0.000, -0.002, 0.000, 0.000, 0.000, 0.000, 0.000, 0.000, 0.000, 0.000, 0.000, 0.000, -0.002, 0.000, 0.000, 0.000, 0.000, 0.000, 0.000]
}